[1]
Molecular formula: C4H10BrP
Method: DFT, the ωB97M-V functional and the def2-TZVPD basis

XYZ file:
```
16
Properties=species:S:1:pos:R:3:forces:R:3:lowdin_charge:R:1
C 1.1230 0.7117 -0.1906 0.89 0.42 -2.74 -0.154
C -1.3280 1.0482 0.1973 0.16 -0.93 -2.13 -0.091
C 0.0565 -0.9011 1.1674 0.09 -0.76 2.47 -0.204
C -0.1285 -0.0308 0.0347 -1.93 2.21 -2.96 -0.936
P -0.6709 -1.2079 -1.3349 0.33 -1.47 1.79 0.445
Br -0.5061 -0.2281 -3.1981 0.31 1.02 -1.26 0.226
H 1.9800 0.0734 -0.1956 0.55 -0.87 -0.16 0.065
H 1.1792 1.2493 -1.1784 -0.26 -0.09 1.13 0.081
H 1.3032 1.3259 0.6344 0.15 1.62 1.17 0.066
H -1.0662 1.7288 0.9404 0.53 0.92 1.81 0.040
H -2.2985 0.5974 0.4352 0.26 -0.03 -0.05 0.070
H -1.4709 1.7623 -0.6848 0.33 -1.47 0.65 0.092
H 1.0038 -1.4720 1.0671 -0.75 0.10 0.11 0.063
H 0.1546 -0.2482 2.0818 -0.33 -0.93 -0.52 0.115
H -0.8199 -1.5578 1.1914 0.27 -0.28 0.88 0.065
H 1.4887 -2.8511 -0.9672 -0.60 0.54 -0.17 0.058
```
Forces are in eV/Å.

Values from the calculation:
E_HOMO (alpha / beta) in eV: -8.09 / -9.17
LUMO level (alpha / beta) in eV: -0.637 / -0.853

[2]
Molecular formula: C4H10BrPS
Method: DFT, the ωB97M-V functional and the def2-TZVPD basis

XYZ file:
```
17
Properties=species:S:1:pos:R:3:forces:R:3:lowdin_charge:R:1
C 0.9587 1.1895 1.6583 -0.90 0.19 3.20 -0.128
C 0.1603 0.1030 1.0801 -0.49 -1.89 -1.93 -0.280
C 0.3489 0.1443 -0.4720 -0.11 -1.60 -0.03 -0.283
C -0.6643 -0.7875 -1.2861 2.35 1.68 0.18 -0.979
S -0.2406 -2.5260 -1.0029 1.14 0.28 -1.49 0.717
P -0.7347 -0.5454 -3.1500 -1.16 -1.69 0.09 0.410
Br -1.5392 1.4924 -3.4995 -0.08 0.29 0.30 0.150
H 1.5298 0.8652 2.4854 1.27 -0.86 0.74 0.064
H 1.5734 1.7901 1.0975 1.38 0.98 -2.01 0.052
H 0.3669 1.8752 2.2400 -0.89 0.64 -0.24 0.077
H -0.8650 0.1217 1.4085 -0.68 0.47 -0.17 0.100
H 0.4519 -0.9347 1.3966 0.25 0.97 -0.18 0.107
H 1.4019 -0.2325 -0.5137 -0.76 0.22 -0.84 0.113
H 0.3381 1.1410 -0.9009 -0.19 0.32 0.22 0.077
H -1.6422 -0.5420 -0.9739 -1.10 -0.11 0.74 0.032
H -1.2022 -2.6335 -0.1860 -1.69 -0.70 1.53 -0.176
H -2.0904 -1.2429 -3.1922 1.66 0.80 -0.13 -0.051
```
Forces are in eV/Å.

Values from the calculation:
Structure (SMILES): CCC[C@H](S)PBr
E_HOMO in eV: -9.25
LUMO level in eV: 0.500

[3]
Molecular formula: C4H10Cl2NP
Method: DFT, the ωB97M-V functional and the def2-TZVPD basis

XYZ file:
```
18
Properties=species:S:1:pos:R:3:forces:R:3:lowdin_charge:R:1
C 0.5505 -0.1775 1.1665 1.73 -0.63 -0.09 -0.068
C -0.2713 -0.1705 -0.1057 0.05 1.06 0.60 -0.719
C 0.1737 -1.3550 -0.9617 -1.57 -0.19 -1.04 -0.054
C -0.3560 1.2508 -0.7736 1.39 -0.62 -1.50 -0.104
N -1.6455 -0.2969 0.3230 -1.06 0.09 -1.04 -0.326
P -2.9379 0.2197 -0.5570 -0.24 -0.88 -1.39 0.136
Cl -4.2845 -1.3403 -0.1787 0.20 -0.25 -0.14 0.110
Cl -3.8632 1.4849 0.6806 -0.62 1.33 1.05 0.174
H 0.1662 0.6402 1.7813 0.49 -0.18 0.31 0.079
H 0.3048 -1.1844 1.6263 0.72 1.20 -0.01 0.095
H 1.7309 -0.0858 0.9461 -2.80 -0.18 0.63 0.136
H -0.3771 -1.2905 -1.9332 0.40 -0.36 0.60 0.087
H -0.0524 -2.3428 -0.4870 -0.07 0.94 -0.20 0.099
H 1.2163 -1.3682 -1.1794 0.90 0.29 -0.14 0.064
H -0.6942 0.9519 -1.8731 0.66 1.65 2.12 0.097
H -1.0448 1.9503 -0.1957 0.70 -1.10 -1.01 0.066
H 0.6537 1.7589 -0.7318 -0.97 -0.63 -0.61 0.090
H -1.9282 -0.8743 1.0466 0.10 -1.55 1.87 0.039
```
Forces are in eV/Å.

Values from the calculation:
Structure (SMILES): CC(C)(C)NP(Cl)Cl
E_HOMO in eV: -9.30
LUMO level in eV: 0.746

[4]
Molecular formula: C4H10Cl2NS
Method: DFT, the ωB97M-V functional and the def2-TZVPD basis

XYZ file:
```
18
Properties=species:S:1:pos:R:3:forces:R:3:lowdin_charge:R:1
C -2.2574 0.5329 0.3541 0.27 -0.88 -0.02 -0.115
C -1.3989 -0.7465 -0.2889 -0.64 0.98 -0.71 -0.677
Cl -2.6319 -2.1628 -0.4934 1.38 1.62 -0.15 0.512
C -0.1495 -1.1532 0.7078 -1.66 0.12 1.49 -0.811
Cl -0.5449 -2.8366 1.4526 1.66 2.05 -0.63 0.537
S 1.5110 -1.1320 -0.2046 -0.60 -0.59 -0.40 1.043
C 1.6693 0.5506 -1.0127 1.03 2.40 -0.92 -0.429
N 1.8683 1.7072 -0.0584 0.20 -1.25 -0.05 -0.057
H -2.1093 0.4593 1.5225 -0.41 0.49 -2.39 0.099
H -3.3942 0.3574 0.1097 2.43 0.45 0.44 0.088
H -1.8874 1.5508 -0.1072 -0.66 -2.07 1.15 0.100
H -1.0321 -0.5031 -1.3968 -0.76 -0.65 2.55 0.106
H -0.0452 -0.4217 1.6155 -0.33 -1.38 -1.88 0.103
H 2.4867 -1.3408 0.8034 -1.07 0.92 -0.84 0.065
H 2.5640 0.4711 -1.7944 -1.81 -0.34 1.73 0.132
H 0.7120 0.8066 -1.6591 1.67 -1.31 1.44 0.123
H 2.4841 2.4559 -0.4489 -0.63 -1.19 0.57 0.102
H 2.1554 1.4049 0.8988 -0.06 0.61 -1.37 0.078
```
Forces are in eV/Å.

Values from the calculation:
Total charge: +1
E_HOMO in eV: -14.12
LUMO level in eV: -4.025

[5]
Molecular formula: C4H10ClN
Method: DFT, the ωB97M-V functional and the def2-TZVPD basis

XYZ file:
```
16
Properties=species:S:1:pos:R:3:forces:R:3:lowdin_spin:R:1
C 1.0855 -0.2152 1.0093 -0.03 -4.08 -0.38 0.099
C 0.6664 1.8476 -0.6091 1.66 -2.19 -0.11 0.049
C -1.4127 -1.6063 -0.3093 -0.51 0.07 1.07 0.076
C 0.7614 0.2889 -0.3230 3.33 3.31 -1.35 0.628
N -1.3847 -0.1917 -0.5798 -1.47 -0.52 -0.76 0.805
Cl -2.1953 0.6925 0.5689 -0.52 -0.15 0.22 0.179
H 1.0513 0.4675 1.7845 -0.16 1.49 1.58 0.001
H 0.4464 -1.1542 1.3131 1.07 1.97 -0.12 0.033
H 2.0751 -0.7325 0.9985 -0.25 0.67 0.08 0.023
H 0.3531 1.9972 -1.6222 -0.30 -0.10 -0.71 0.002
H 1.6487 2.4282 -0.5473 -1.23 -0.80 0.55 0.024
H -0.1217 2.1674 -0.0004 -0.72 1.36 1.12 0.003
H -1.0431 -2.2068 -1.1506 0.20 0.46 0.33 0.001
H -0.8464 -1.7165 0.6505 -0.45 -0.57 -1.18 0.033
H -2.4194 -1.9201 -0.0564 -0.40 -0.26 -0.10 0.017
H 1.3353 -0.1461 -1.1268 -0.23 -0.67 -0.25 0.026
```
Forces are in eV/Å.

Values from the calculation:
Expectation value of S²: 2.009
E_HOMO (alpha / beta) in eV: -6.18 / -10.02
LUMO level (alpha / beta) in eV: 0.931 / -1.337
Multiplicity: 3

[6]
Molecular formula: C4H10ClNO
Method: DFT, the ωB97M-V functional and the def2-TZVPD basis

XYZ file:
```
17
Properties=species:S:1:pos:R:3:forces:R:3:lowdin_charge:R:1
C -1.4616 -1.1836 0.7085 0.17 0.12 0.01 -0.051
C -1.1355 0.6216 -1.0400 0.38 0.06 0.20 -0.043
C -0.5542 -0.0735 0.1854 -0.79 0.11 0.30 -0.422
C 1.8374 -0.3746 0.5274 -1.33 1.62 -1.37 -0.538
N 0.7400 -0.6321 -0.1634 1.67 -0.01 0.65 -0.004
O 1.7786 2.2030 0.4455 -0.21 -1.45 0.26 -0.438
Cl 3.3378 -0.8325 -0.0743 0.04 -0.22 0.06 0.756
H -1.6096 -1.9512 -0.0504 -0.05 -0.06 -0.05 0.080
H -1.0206 -1.6489 1.5877 -0.02 -0.07 0.07 0.078
H -2.4302 -0.7741 0.9826 -0.09 0.02 0.01 0.082
H -0.4772 1.4317 -1.3382 0.10 0.11 -0.04 0.079
H -2.1039 1.0447 -0.8009 -0.18 0.01 0.05 0.085
H -1.2539 -0.0759 -1.8673 -0.07 -0.13 -0.11 0.081
H -0.3756 0.6746 0.9631 0.12 -0.03 -0.17 0.140
H 1.7934 0.1515 1.4648 -0.01 -0.05 0.18 0.087
H 0.8376 -1.0090 -1.0983 0.13 -0.06 0.09 0.149
H 2.0974 2.4282 -0.4321 0.14 0.02 -0.13 -0.121
```
Forces are in eV/Å.

Values from the calculation:
E_HOMO (alpha / beta) in eV: -7.41 / -7.41
LUMO level (alpha / beta) in eV: -0.167 / -0.167

[7]
Molecular formula: C4H10ClO3PS
Method: DFT, the ωB97M-V functional and the def2-TZVPD basis

XYZ file:
```
20
Properties=species:S:1:pos:R:3:forces:R:3:lowdin_charge:R:1
C 1.4085 1.4691 -0.2777 -5.28 0.77 0.95 -0.012
C 0.7395 0.1021 -0.1227 3.44 -1.19 0.82 -0.624
C 1.5651 -0.7534 0.9302 0.46 2.66 -1.92 0.012
C 0.8822 -0.7256 -1.3837 2.11 1.82 -1.75 -0.048
O -0.3782 0.1696 0.6918 -2.69 0.72 -1.35 -0.108
O -1.5642 0.9042 -0.0418 1.24 -0.94 0.34 -0.287
P -2.7809 -0.1483 0.1726 0.15 -0.92 -0.39 -0.118
O -3.2074 0.1019 1.6771 -0.16 -0.22 0.78 -0.264
S -2.5070 -1.9987 -0.4760 -0.47 2.00 0.66 0.236
Cl -4.2886 1.0027 -0.6005 0.65 -0.55 -0.13 0.373
H 0.9287 1.8734 -1.1967 0.13 0.58 0.88 0.104
H 1.2272 2.0642 0.6787 -0.03 -0.45 -1.50 0.125
H 2.3846 1.4920 -0.4616 4.20 -0.59 -0.69 0.030
H 2.5237 -0.8639 0.4617 0.58 -0.30 0.01 0.087
H 1.1119 -1.6626 1.1211 -0.90 -1.66 0.71 0.071
H 1.6425 -0.0343 1.6924 0.36 0.05 1.90 0.072
H 0.3728 -0.3642 -2.2512 -0.53 0.71 -0.51 0.074
H 2.0184 -0.8105 -1.7478 -2.31 0.55 1.19 0.148
H 0.5718 -1.6907 -1.3058 -0.99 -2.84 0.71 0.025
H -2.6505 -0.1270 2.4399 0.04 -0.19 -0.70 0.103
```
Forces are in eV/Å.

Values from the calculation:
Structure (SMILES): CC(C)(C)OO[P@](O)(=S)Cl
E_HOMO in eV: -9.34
LUMO level in eV: -0.018

[8]
Molecular formula: C4H10ClP
Method: DFT, the ωB97M-V functional and the def2-TZVPD basis

XYZ file:
```
16
Properties=species:S:1:pos:R:3:forces:R:3:lowdin_charge:R:1
C -1.0391 -0.7409 1.0061 5.20 4.01 -0.12 -0.051
C 0.0269 0.0441 -0.2024 -2.94 -2.98 2.16 -0.796
C 1.1259 0.7536 0.6169 -2.89 -0.87 0.31 -0.175
P -1.2106 1.0743 -1.1785 0.51 -0.85 0.58 0.869
C 0.4908 -1.0912 -1.1447 0.74 3.97 -1.96 -0.630
Cl 2.1016 -1.6095 -0.5859 -0.10 -0.83 -0.93 0.592
H -0.7718 -0.1025 1.9049 -0.52 -0.95 -0.72 0.075
H -2.0173 -0.5533 0.7997 -2.77 -0.33 -0.78 -0.011
H -0.6427 -1.6974 1.1490 -0.05 -1.63 0.15 0.036
H 0.5317 1.4975 1.1673 0.75 0.14 0.00 0.075
H 1.7227 1.1688 -0.1274 1.78 1.08 -0.62 0.043
H 1.6060 0.0443 1.3087 0.01 0.57 -0.42 0.061
H -0.4207 2.2078 -1.2419 0.35 0.77 -0.19 -0.115
H -1.7554 1.3983 0.0493 -0.73 0.83 0.28 -0.107
H -0.1771 -1.8836 -1.3232 -0.71 -1.22 0.49 0.046
H 0.4289 -0.5105 -2.1980 1.39 -1.72 1.76 0.087
```
Forces are in eV/Å.

Values from the calculation:
Structure (SMILES): CC(C)(P)CCl
E_HOMO in eV: -9.88
LUMO level in eV: 0.882

[9]
Molecular formula: C4H10F2NO4
Method: DFT, the ωB97M-V functional and the def2-TZVPD basis

XYZ file:
```
21
Properties=species:S:1:pos:R:3:forces:R:3:lowdin_charge:R:1
C 1.7662 1.2096 -1.0463 -1.15 2.13 -0.38 0.000
C -2.0201 -0.9944 -0.4356 -1.12 1.62 -1.56 -0.179
C 2.2079 1.3986 0.4204 1.72 1.64 -0.97 -0.050
C -1.0882 -1.7898 0.3507 1.87 -0.50 0.80 -0.015
N 1.0929 -0.5436 0.1686 0.76 -3.97 0.59 -0.370
O 0.8510 0.0492 -0.9012 -1.01 2.20 -3.86 0.086
O -2.5121 0.1319 0.3700 1.98 -1.14 -1.10 -0.053
O 1.9995 0.0582 0.8674 1.27 0.35 3.07 0.091
O 0.1159 -0.9847 0.8892 -2.06 0.90 2.01 0.056
F -0.9961 1.9142 0.7787 0.16 0.31 0.49 -0.102
F 1.7475 -1.8340 -0.2226 0.40 0.35 -0.25 0.068
H 2.5960 1.1156 -1.7942 -0.92 -0.79 0.79 0.159
H 1.0578 2.0118 -1.3943 0.85 -0.76 0.34 0.159
H -2.8990 -1.6314 -0.5918 0.32 -0.19 -0.28 0.147
H -1.6211 -0.7125 -1.4747 -0.66 0.12 1.68 0.161
H 1.6802 2.2352 1.0566 0.83 -2.06 -1.25 0.181
H 3.3637 1.5065 0.3664 -2.09 0.08 0.69 0.177
H -0.5077 -2.5569 -0.2258 -1.39 0.00 0.74 0.158
H -1.6400 -2.0126 1.3212 1.52 -0.33 -1.10 0.179
H -1.7692 1.4030 1.0142 0.86 0.22 -0.65 0.060
H -3.4250 0.0261 0.4828 -2.14 -0.18 0.20 0.087
```
Forces are in eV/Å.

Values from the calculation:
Total charge: +1
E_HOMO in eV: -15.62
LUMO level in eV: -3.639

[10]
Molecular formula: C4H10F2S2
Method: DFT, the ωB97M-V functional and the def2-TZVPD basis

XYZ file:
```
18
Properties=species:S:1:pos:R:3:forces:R:3:lowdin_charge:R:1
C 1.6866 2.5621 3.0137 0.49 0.35 0.13 -0.050
C 0.4051 1.8170 2.7932 0.19 -0.67 0.26 -0.480
F -0.3962 1.9185 3.8986 -0.08 0.07 -0.03 0.028
F -0.2875 2.3679 1.7485 -0.22 0.16 0.06 0.011
H 1.4747 3.6237 3.2249 -0.01 -0.43 -0.08 0.097
H 2.3267 2.5026 2.1174 -0.34 0.07 0.43 0.010
H 2.2382 2.1366 3.8688 -0.29 0.10 -0.35 0.096
H 0.5336 0.7375 2.5740 -0.12 0.69 0.14 0.096
C 2.8179 -1.5965 0.3172 0.14 -0.54 -0.41 -0.473
S 2.6551 -0.0769 1.2796 0.24 -0.28 -0.24 0.468
S 2.9325 1.3611 -0.1382 -0.01 -0.07 -0.19 0.460
C 1.2752 1.5335 -0.8347 -0.74 0.04 -0.18 -0.456
H 2.7194 -2.4430 1.0174 0.01 0.36 -0.22 0.035
H 3.8037 -1.6589 -0.1737 -0.40 0.11 0.29 0.035
H 2.0345 -1.6849 -0.4541 0.27 0.11 0.40 0.033
H 0.9292 0.6038 -1.3170 0.29 0.35 0.15 0.036
H 0.5420 1.8236 -0.0634 0.51 -0.12 -0.44 0.014
H 1.3183 2.3300 -1.5964 0.08 -0.31 0.27 0.039
```
Forces are in eV/Å.

Values from the calculation:
Structure (SMILES): CC(F)F.CSSC
E_HOMO in eV: -9.13
LUMO level in eV: 0.631

Q: Which electronic energy values were calculated for the entries above? A: -83637.972; -94476.031; -40134.913; -41669.945; -18316.709; -20367.503; -43097.755; -26119.167; -19409.700; -31415.904, in eV.
Q: Which energy relative to the best compared isomer or geometry (same formula, charge and spin) values were calculated for the entries above? A: 73.38; 28.84; 6.92; 43.81; 26.12; 80.99; 4.94; 56.49; 11.35; 0.00, in kcal/mol.